# 1
DFT (wB97M-V/def2-TZVPD) results for a cluster of 2 separate species, C2H5NO4 in total at a distorted geometry.

Properties
ΔE to the lowest compared entry with this formula, charge and spin: 205.51 kJ/mol
Gap between HOMO and LUMO: 11.4 eV

Element x y z (Å)
O1 2.6667 -1.5582 -0.3852
C1 2.6522 -1.6729 0.8220
N1 1.7412 -0.8014 1.5263
C2 0.8447 0.0851 0.8389
O2 0.1957 -0.3480 -0.3828
O3 0.6679 1.1387 1.3893
H1 3.1476 -2.3695 1.6239
H2 2.0791 -0.6138 2.4581
H3 0.7634 -1.1109 -0.5843
H4 -6.2603 2.8959 -3.5588
H5 -6.1739 2.4128 -2.1793
O4 -6.8710 2.5078 -2.9225


# 2
DFT (wB97M-V/def2-TZVPD) results for the molecule C2H5NOS at a distorted geometry.

Properties
ΔE to the lowest compared entry with this formula, charge and spin: 136.70 kJ/mol
Gap between HOMO and LUMO: 8.7 eV

Element x y z (Å)
C1 -0.5302 0.3582 -0.0124
C2 0.6039 -0.3601 -0.6058
N1 -1.0792 -0.2004 1.0262
O1 1.8457 0.0089 -0.0627
S1 -1.0239 1.9344 -0.7340
H1 0.4327 -1.3445 -0.3026
H2 0.5075 -0.2541 -1.6420
H3 -0.8589 -1.1874 1.1867
H4 -1.9591 0.0552 1.4292
H5 2.0614 0.9899 -0.2827


# 3
DFT (wB97M-V/def2-TZVPD) results for the molecule C2H5NOS at a distorted geometry.

Properties
ΔE to the lowest compared entry with this formula, charge and spin: 133.59 kJ/mol
Gap between HOMO and LUMO: 9.8 eV

Element x y z (Å)
C1 0.4045 -0.3997 0.5120
C2 -0.7376 0.5525 0.1209
H1 1.8363 0.9530 -0.2661
H2 1.6555 -0.6055 -1.0865
H3 0.0993 -1.4099 0.3530
H4 0.5228 -0.1055 1.5854
H5 -2.5054 -0.5218 -1.1838
N1 1.7035 -0.1222 -0.1748
O1 -0.5727 1.7625 0.0855
S1 -2.4063 -0.1033 0.0544


# 4
DFT (wB97M-V/def2-TZVPD) results for a cluster of 2 separate species, C2H5NOS2 in total at a distorted geometry.

Properties
ΔE to the lowest compared entry with this formula, charge and spin: 495.44 kJ/mol
Gap between HOMO and LUMO: 8.0 eV

Element x y z (Å)
C1 0.2642 0.2105 1.0589
C2 0.4454 -0.3373 -0.3445
H1 -0.2081 2.2553 0.6639
H2 0.3647 -0.7424 1.7160
H3 1.2362 0.7631 1.5161
H4 0.0354 -2.2685 -1.4075
H5 -1.3771 -2.0353 1.3378
N1 -0.0637 -1.6270 -0.5341
O1 -1.3533 -1.6169 0.0042
S1 -1.0700 1.2635 1.0893
S2 1.5053 0.4311 -1.3648